Entry 1:
Computed, not measured: a cluster of 2 separate species, C2H8N4O in total in a non-equilibrium geometry, with ωB97M-V/def2-TZVPD.

XYZ file:
```
15
Properties=species:S:1:pos:R:3
C 0.54 -0.29 -2.31
N 0.17 -0.52 -0.93
N 0.33 0.54 -0.19
N -2.02 0.23 2.47
C -0.30 0.63 1.06
O 1.86 -1.16 -0.32
N -1.46 0.16 1.24
H 2.12 -2.07 -0.17
H 1.29 0.91 -0.21
H -1.63 0.91 3.13
H -3.03 0.25 2.42
H 0.30 1.15 1.81
H 0.66 -1.26 -2.79
H -0.29 0.24 -2.79
H 1.47 0.28 -2.41
```

Computed properties:
HOMO (alpha / beta)   -0.306 / -0.306 hartree
Max |F|   1.64 eV Å⁻¹
Orbital gap (alpha / beta)   0.3176 / 0.3176 Ha
LUMO (alpha / beta)   0.3 / 0.3 eV

---

Entry 2:
Computed, not measured: a cluster of 3 separate species, C22H42BrF3IN2O8P in total in a non-equilibrium geometry, with ωB97M-V/def2-TZVPD.

XYZ file:
```
80
Properties=species:S:1:pos:R:3
C 4.05 0.82 3.39
N 3.39 1.41 2.21
C 2.15 0.76 1.85
C 2.30 -0.60 1.15
C 1.36 -1.70 1.61
O 0.58 -1.70 2.52
N 1.50 -2.78 0.72
C 2.16 -2.32 -0.49
I 4.29 -2.85 -0.46
C 1.54 -2.88 -1.75
C 1.76 -4.37 -2.08
C 2.53 -4.64 -3.32
F 1.92 -4.34 -4.53
C 3.76 -5.19 -3.41
F 4.09 -6.47 -3.42
F 4.94 -4.62 -3.47
C 2.06 -0.79 -0.37
P 2.95 0.16 -1.68
O 3.56 1.34 -0.74
Br 1.13 1.20 -2.53
H 4.60 1.58 3.93
H 4.77 0.03 3.13
H 3.30 0.37 4.05
H 4.04 1.35 1.44
H 1.57 0.59 2.76
H 1.58 1.42 1.20
H 3.27 -1.02 1.47
H 0.60 -3.23 0.58
H 0.46 -2.70 -1.68
H 1.89 -2.28 -2.60
H 0.78 -4.84 -2.22
H 2.20 -4.90 -1.23
H 0.99 -0.61 -0.48
H 3.74 2.14 -1.25
C 0.26 -2.67 6.15
O -0.37 -1.42 6.28
C -1.10 -1.02 5.13
C -2.36 -0.28 5.51
O -3.38 -1.09 6.07
C -3.24 -1.54 7.40
C -3.44 -0.49 8.46
O -2.35 0.41 8.52
C -2.71 1.74 8.83
H 1.13 -2.62 5.49
H 0.59 -2.98 7.14
H -0.43 -3.43 5.75
H -1.36 -1.89 4.52
H -0.48 -0.35 4.53
H -2.79 0.10 4.57
H -2.14 0.58 6.14
H -2.29 -2.07 7.55
H -4.05 -2.27 7.53
H -3.54 -0.99 9.43
H -4.37 0.05 8.26
H -3.54 2.08 8.21
H -1.84 2.37 8.63
H -2.98 1.85 9.88
C -2.09 5.90 -7.50
O -1.51 4.62 -7.56
C -0.34 4.48 -6.78
C -0.24 3.10 -6.15
O -1.15 2.86 -5.10
C -2.52 2.67 -5.39
C -2.85 1.37 -6.07
O -2.43 1.35 -7.42
C -1.98 0.10 -7.87
H -1.51 6.63 -8.08
H -3.09 5.83 -7.93
H -2.18 6.25 -6.47
H -0.31 5.23 -5.99
H 0.54 4.62 -7.43
H 0.75 3.04 -5.69
H -0.28 2.32 -6.91
H -2.93 3.52 -5.95
H -3.01 2.65 -4.41
H -3.94 1.23 -6.03
H -2.38 0.55 -5.51
H -1.26 -0.35 -7.17
H -1.48 0.25 -8.82
H -2.81 -0.60 -8.02
```

Computed properties:
Structure (SMILES)   CNC[C@H]1C(=O)N[C@@](I)(CCC(F)=C(F)F)[C@@H]1P(O)Br.COCCOCCOC.COCCOCCOC
HOMO   -0.298 hartree
Max |F|   2.19 eV Å⁻¹
Orbital gap   0.2476 Ha
LUMO   -1.4 eV

---

Entry 3:
Computed, not measured: a structure of composition C2H4F7N3O8PS3 in a non-equilibrium geometry, with ωB97M-V/def2-TZVPD.

XYZ file:
```
28
Properties=species:S:1:pos:R:3
N -2.94 -2.31 -2.19
P -1.58 -1.57 -2.20
O -1.81 -0.09 -2.66
O -0.62 -2.22 -3.30
N -0.79 -1.58 -0.63
C 0.43 -0.76 -0.51
F 0.84 -0.70 0.76
F 0.10 0.49 -0.86
C 1.63 -1.12 -1.42
F 2.07 -2.37 -1.24
F 2.63 -0.28 -1.08
S -0.66 -3.12 0.01
O 0.43 -3.23 0.89
O -0.81 -4.11 -0.99
F -1.95 -3.12 0.84
H -3.19 -2.70 -1.29
H -2.76 0.03 -2.68
H -0.26 -1.50 -3.83
H 1.41 -0.90 -2.46
N 0.76 2.62 2.47
S 1.65 3.08 3.70
O 0.93 3.65 4.79
O 2.91 3.65 3.37
F 2.03 1.63 4.24
S 0.13 3.79 1.64
O -0.89 3.34 0.75
O 1.03 4.79 1.15
F -0.72 4.59 2.74
```

Computed properties:
HOMO   -0.239 hartree
Max |F|   3.44 eV Å⁻¹
Orbital gap   0.3075 Ha
LUMO   1.9 eV
Total charge   -1